Entry from OMol25: a cluster of 2 separate species, C6H14O in total (wB97M-V/def2-TZVPD).

Structure (XYZ):
```
21
Properties=species:S:1:pos:R:3:forces:R:3:lowdin_charge:R:1
O 2.225787 0.146268 1.590665 -0.17 -0.07 0.03 -0.14
C 2.505408 1.338363 0.892772 0.10 0.37 -0.07 -0.18
C -1.694668 -0.184456 0.409044 0.02 -0.05 0.03 -0.27
C 1.534677 -1.232183 -1.098718 -0.14 -0.04 0.04 -0.02
C 0.308619 -1.408108 -0.605816 0.16 0.00 -0.09 -0.19
C -2.944485 0.623258 0.061741 -0.04 0.03 0.00 -0.12
C -0.851509 -0.480432 -0.836172 0.01 0.03 -0.06 -0.23
H 1.631462 1.726926 0.332505 0.32 -0.19 0.21 0.08
H 1.800814 -0.455684 0.966162 0.06 -0.01 0.08 0.01
H -3.563834 0.082803 -0.664378 0.09 0.08 0.11 0.07
H 3.354209 1.218248 0.199510 -0.23 0.05 0.08 0.08
H -1.995859 -1.131199 0.877255 0.07 0.11 -0.07 0.11
H 0.102286 -2.299375 -0.009101 0.02 0.11 -0.09 0.11
H 2.789011 2.082071 1.643497 -0.05 -0.04 -0.17 0.08
H 2.333951 -1.947771 -0.920191 -0.16 0.07 -0.03 0.07
H -2.684771 1.590795 -0.383082 -0.01 -0.13 0.07 0.07
H -3.560322 0.816269 0.946137 0.11 -0.02 -0.12 0.07
H -0.486179 0.460184 -1.270179 -0.06 -0.14 0.02 0.11
H -1.086775 0.348880 1.151828 -0.08 -0.08 -0.12 0.11
H -1.505468 -0.940605 -1.591009 0.05 0.06 0.07 0.12
H 1.787637 -0.354258 -1.692468 -0.08 -0.14 0.08 0.07
```
Forces are in eV/Å.

Calculated values
ΔE to the lowest compared entry with this formula, charge and spin: 31.2 kcal/mol
orbital gap: 0.4069 hartree
LUMO energy: 1.08 eV
net charge: 0
E_tot: -8495.53738 eV
SMILES string: C=CCCC.CO